Here is a molecular structure, C4H5IrO6 in a non-equilibrium geometry from the OMol25 dataset. Energies are from ωB97M-V/def2-TZVPD.

Element x y z (Å)
H: -0.27697 0.63835 -0.27990
O: 2.08260 1.80112 -0.27087
C: 2.02489 0.58799 0.13138
O: 2.12550 0.32917 1.32752
O: 1.14865 -0.12498 -0.64437
C: 0.63930 -1.41530 -0.27970
O: -1.48519 -0.37690 0.39030
C: -1.96224 1.16948 0.40134
C: -0.87232 -1.37689 -0.43390
O: -0.89296 1.71196 -0.14125
O: -2.71357 1.61268 1.19562
Ir: 0.64007 2.79484 0.40437
H: 0.91266 -1.68728 0.74662
H: 1.05225 -2.15147 -0.97974
H: -1.14100 -1.18246 -1.48297
H: -1.28167 -2.33032 -0.08444

Output
net charge	+2
orbital gap (spin up / spin down)	0.2904 / 0.1936	hartree
expectation value of S²	6.01
multiplicity	5
HOMO energy (spin up / spin down)	-19.83 / -19.71	eV
molecular weight	341.3	g/mol


Here is 2 unconnected molecules or ions with the total composition C29H37BF9N2O9S in a non-equilibrium geometry from the OMol25 dataset. Energies are from ωB97M-V/def2-TZVPD.

Element x y z (Å)
C: 9.65268 -1.51493 1.58577
C: 9.43980 -1.11568 0.28705
C: 8.01821 -0.72344 -0.24901
O: 7.49888 -1.44473 -1.07209
O: 7.47224 0.42344 0.27250
C: 6.33034 0.87255 -0.52660
C: 6.07737 2.36924 -0.12581
C: 4.55191 2.80020 -0.25650
C: 4.10655 3.06110 -1.75774
C: 3.11590 1.98672 -2.34328
C: 1.59587 2.19317 -1.92131
C: 1.04202 0.77030 -1.51501
N: 1.70165 0.10212 -0.50579
C: 1.36820 -1.12124 0.01701
C: 2.11186 -1.88635 1.13922
C: 2.25890 -1.20142 2.54635
C: 1.21641 -0.16905 3.01982
F: 1.67224 0.34226 4.23491
F: 1.27573 0.96873 2.18126
C: -0.30093 -0.54257 3.11620
F: -0.95564 -0.55055 1.89568
F: -0.90330 0.50721 3.78967
S: -0.78465 -2.11519 4.01559
F: -0.15294 -3.07849 2.86034
F: -2.22528 -2.10254 3.20338
F: -1.54437 -1.24586 5.18898
F: 0.53741 -2.14700 4.95125
F: -1.29657 -3.46290 4.76894
C: 0.21360 -1.79126 -0.60695
C: -0.57733 -1.18600 -1.69681
B: -1.83372 -1.96654 -2.35101
N: -3.21661 -1.55685 -2.19467
O: -1.59296 -3.10801 -3.18499
C: -0.13789 0.17626 -2.14247
C: -0.93018 0.95823 -3.26406
C: -1.79103 2.07017 -2.50913
O: -3.05987 2.35139 -3.11699
C: -4.14520 1.87792 -2.36166
O: -4.70836 0.88665 -2.76900
C: -4.70358 2.57111 -1.07667
C: -3.63315 3.34278 -0.20766
H: 8.90391 -2.14796 2.13090
H: 10.58180 -1.22566 2.14637
H: 10.34956 -1.09998 -0.36746
H: 6.58747 0.77919 -1.61112
H: 5.47626 0.20208 -0.22230
H: 6.76390 3.08160 -0.66222
H: 6.34763 2.45310 0.96993
H: 4.49748 3.80202 0.26473
H: 3.87861 2.11397 0.32554
H: 3.71989 4.10940 -1.83968
H: 5.04770 2.99768 -2.38149
H: 3.50990 0.96714 -2.06334
H: 3.14755 2.03776 -3.46820
H: 1.60166 2.78199 -0.95392
H: 0.96629 2.68550 -2.69724
H: 2.51770 0.57862 -0.10024
H: 3.16655 -2.05240 0.75566
H: 1.68504 -2.92770 1.18225
H: 2.39834 -2.02796 3.30309
H: 3.25946 -0.67394 2.55036
H: -0.09246 -2.80436 -0.24327
H: -3.84751 -2.10895 -2.78136
H: -3.50186 -1.62712 -1.21475
H: -1.37105 -3.88510 -2.64283
H: -1.52997 0.28104 -3.91953
H: -0.16500 1.47365 -3.91225
H: -1.19259 3.01822 -2.52572
H: -1.88382 1.74695 -1.43559
H: -5.55416 3.27493 -1.28888
H: -5.13802 1.76391 -0.42940
H: -4.09911 4.06526 0.51617
H: -2.96553 2.61732 0.34604
H: -2.93828 3.90983 -0.89629
C: -8.67113 -2.06630 0.35144
C: -8.32636 -2.52173 1.56076
C: -6.97973 -2.24213 2.14532
O: -6.71176 -2.65855 3.25620
C: -6.02853 -1.47286 1.34157
C: -6.37235 -1.02079 0.13148
C: -7.72897 -1.27762 -0.44121
O: -8.00523 -0.83178 -1.53860
O: -5.51040 -0.31131 -0.62881
O: -9.17613 -3.25130 2.30665
H: -9.64297 -2.25999 -0.08146
H: -5.05092 -1.29200 1.76875
H: -5.99369 -0.09958 -1.45558
H: -8.69346 -3.45499 3.13080

Output
net charge	+1
orbital gap	0.2580	hartree
HOMO energy	-11.12	eV
molecular weight	771.5	g/mol


Here is a molecular structure, C5H8O from the OMol25 dataset. Energies are from ωB97M-V/def2-TZVPD.

Element x y z (Å)
C: 2.17438 0.12738 -0.28289
C: 2.16622 1.22053 -1.03865
C: -1.12362 -1.50839 0.51712
C: -1.68841 -0.54741 -0.48490
O: -2.07847 0.45113 0.47182
C: -1.57446 -0.44504 1.47163
H: 2.30874 -0.86461 -0.70725
H: 2.06405 0.18053 0.79818
H: 2.04263 2.21221 -0.61021
H: 2.29394 1.17159 -2.11771
H: -0.91365 -0.19616 -1.18549
H: -2.53124 -0.94925 -1.06730
H: -0.77916 -0.01458 2.09812
H: -2.36097 -0.83795 2.13752

Output
orbital gap	0.3238	hartree
HOMO energy	-9.17	eV
molecular weight	84.1	g/mol


Here is 2 unconnected molecules or ions with the total composition C4H7N3 in a non-equilibrium geometry from the OMol25 dataset. Energies are from ωB97M-V/def2-TZVPD.

Element x y z (Å)
C: -0.59884 -0.58664 -0.53526
C: 0.78846 -0.39960 -1.21088
C: 1.52602 0.61884 -0.71506
C: -0.74800 0.76850 0.19911
H: -0.00350 -1.61273 1.26133
H: -0.35559 -2.61536 0.13459
H: -1.65790 -0.52025 -0.91214
H: 1.39695 -0.90134 -1.98959
H: 2.37259 1.05349 -0.97293
H: 1.10779 1.90939 1.42655
H: -1.98254 1.66307 1.78123
N: -0.68986 -1.71670 0.42099
N: 0.63755 1.29527 0.25407
N: -1.79313 1.04406 0.85799

Output
orbital gap	0.3218	hartree
HOMO energy	-8.32	eV
molecular weight	97.1	g/mol


The following relative energy (zero: lowest compared OMol25 entry of this formula, charge and spin) values (in eV) correspond, in order, to the records above: 3.844; 0.000; 6.008; 4.884.